(1)
Formula: C4H6OS
Source: the OMol25 dataset
Level of theory: the ωB97M-V functional and the def2-TZVPD basis

Output
- SMILES = OC1CC(=S)C1
- energy relative to the best compared isomer or geometry (same formula, charge and spin) (eV) = 2.4593
- E_HOMO (eV) = -8.51
- multiplicity = 1
- strongest force on any atom (eV Å⁻¹) = 3.0
- gap between HOMO and LUMO (eV) = 8.52

Bonds (Å) are listed after each position.
Positions of all 12 atoms, in Å:
1 O 1.0044 -1.1903 -1.3550  C2 1.402, H7 1.022
2 C 0.6724 -0.3789 -0.2604  O1 1.402, C3 1.550, C6 1.534, H8 1.190
3 C -0.3920 -0.6286 0.8387  C2 1.550, C4 1.570, H9 1.123, H10 1.074
4 C -0.8790 0.8499 0.6382  C3 1.570, S5 1.610, C6 1.528
5 S -1.6413 2.0705 1.3606  C4 1.610
6 C -0.1264 0.8578 -0.6920  C2 1.534, C4 1.528, H11 1.080, H12 1.122
7 H 1.6116 -1.9554 -1.0540  O1 1.022
8 H 1.4724 0.0687 0.4990  C2 1.190
9 H -1.2530 -1.3371 0.7032  C3 1.123
10 H -0.0155 -0.6647 1.8438  C3 1.074
11 H 0.4812 1.6617 -1.0817  C6 1.080
12 H -0.9351 0.6463 -1.4404  C6 1.122

(2)
Formula: C4H6OS
Source: the OMol25 dataset
Level of theory: the ωB97M-V functional and the def2-TZVPD basis

Output
- SMILES = C1OC[C@H]2S[C@H]12
- energy relative to the best compared isomer or geometry (same formula, charge and spin) (eV) = 3.7658
- E_HOMO (eV) = -9.22
- multiplicity = 1
- strongest force on any atom (eV Å⁻¹) = 1.7
- gap between HOMO and LUMO (eV) = 10.00

Bonds (Å) are listed after each position.
Positions of all 12 atoms, in Å:
1 C -0.7289 -0.7754 -0.7943  O2 1.479, C6 1.514, H7 1.094, H8 1.063
2 O -1.2754 -0.0468 0.3714  C1 1.479, C3 1.506
3 C -0.2361 0.7959 1.0631  O2 1.506, C4 1.505, H9 1.072, H10 1.068
4 C 0.7736 0.7649 -0.0529  C3 1.505, S5 1.831, C6 1.489, H11 1.075
5 S 2.3401 0.0219 -0.6410  C4 1.831, C6 1.809
6 C 0.7095 -0.6967 -0.3302  C1 1.514, C4 1.489, S5 1.809, H12 1.089
7 H -0.8179 -0.2878 -1.7694  C1 1.094
8 H -1.1759 -1.7390 -0.7537  C1 1.063
9 H -0.7797 1.6995 1.2566  C3 1.072
10 H 0.0667 0.3734 1.9962  C3 1.068
11 H 0.2645 1.2524 -0.8640  C4 1.075
12 H 0.8594 -1.3625 0.5182  C6 1.089

(3)
Formula: C4H6OS2
Source: the OMol25 dataset
Level of theory: the ωB97M-V functional and the def2-TZVPD basis

Output
- SMILES = O=C1[C@H](S)C[C@@H]1S
- energy relative to the best compared isomer or geometry (same formula, charge and spin) (eV) = 2.5041
- E_HOMO (eV) = -9.27
- multiplicity = 1
- strongest force on any atom (eV Å⁻¹) = 4.3
- gap between HOMO and LUMO (eV) = 9.64

Bonds (Å) are listed after each position.
Positions of all 13 atoms, in Å:
1 O 1.2061 -0.8042 1.5159  C2 1.170
2 C 0.6315 -0.0744 0.8040  O1 1.170, C3 1.602, C6 1.486
3 C -0.9001 0.3820 0.6985  C2 1.602, S4 1.843, C5 1.524, H8 1.103
4 S -2.2820 -0.6099 1.4081  C3 1.843, H9 1.456
5 C -0.6477 0.4866 -0.8008  C3 1.524, C6 1.605, H10 1.201, H11 1.113
6 C 0.9384 0.3953 -0.5722  C2 1.486, C5 1.605, S7 1.843, H12 1.148
7 S 2.0283 -0.1847 -1.9413  C6 1.843, H13 1.563
8 H -1.0521 1.3216 1.2554  C3 1.103
9 H -1.5658 -1.5925 2.2097  S4 1.456
10 H -0.8603 -0.4550 -1.5152  C5 1.201
11 H -1.1156 1.3687 -1.2931  C5 1.113
12 H 1.4352 1.4095 -0.3677  C6 1.148
13 H 2.1842 -1.6431 -1.4013  S7 1.563

(4)
Formula: C4H6OS3
Source: the OMol25 dataset
Level of theory: the ωB97M-V functional and the def2-TZVPD basis

Output
- SMILES = O=C[C@@H](S)CC(=S)S
- energy relative to the best compared isomer or geometry (same formula, charge and spin) (eV) = 2.3008
- E_HOMO (eV) = -9.07
- multiplicity = 1
- strongest force on any atom (eV Å⁻¹) = 8.3
- gap between HOMO and LUMO (eV) = 8.59

Bonds (Å) are listed after each position.
Positions of all 14 atoms, in Å:
1 O 2.8992 0.5731 0.8704  C2 1.133
2 C 1.9850 1.2033 1.0955  O1 1.133, C3 1.503, H9 1.069
3 C 0.6703 0.9056 0.4320  C2 1.503, S4 1.795, C5 1.423, H10 1.163
4 S -0.2538 2.3991 0.0593  C3 1.795, H11 1.387
5 C 0.6467 -0.3396 -0.2562  C3 1.423, C6 1.510, H12 1.196, H13 1.061
6 C -0.6731 -1.0652 -0.3695  C5 1.510, S7 1.629, S8 1.699
7 S -1.6549 -1.0827 0.9305  C6 1.629
8 S -0.6102 -1.9429 -1.8226  C6 1.699, H14 1.269
9 H 2.1647 1.9977 1.7879  C2 1.069
10 H 0.1086 0.6510 1.4176  C3 1.163
11 H -1.4511 2.3565 0.7586  S4 1.387
12 H 1.4535 -1.2132 -0.1284  C5 1.196
13 H 0.8264 -0.1635 -1.2870  C5 1.061
14 H -1.7676 -2.4135 -1.5989  S8 1.269

(5)
Formula: C4H6S
Source: the OMol25 dataset
Level of theory: the ωB97M-V functional and the def2-TZVPD basis

Output
- SMILES = C1=CCSC1
- energy relative to the best compared isomer or geometry (same formula, charge and spin) (eV) = 3.2253
- E_HOMO (eV) = -8.26
- multiplicity = 1
- strongest force on any atom (eV Å⁻¹) = 5.9
- gap between HOMO and LUMO (eV) = 8.93

Bonds (Å) are listed after each position.
Positions of all 11 atoms, in Å:
1 C 1.0344 0.8435 -0.9693  C2 1.472, C5 1.500, H6 1.182
2 C 1.2101 -0.5837 -0.6562  C1 1.472, C3 1.592, H7 1.284
3 C 0.0778 -1.3716 0.1387  C2 1.592, S4 1.818, H8 1.314, H9 1.182
4 S -1.0934 -0.0776 0.6474  C3 1.818, C5 1.922
5 C -0.0268 1.3633 -0.0452  C1 1.500, S4 1.922, H10 1.149, H11 1.095
6 H 1.8889 1.6241 -1.2104  C1 1.182
7 H 2.1494 -1.4550 -0.7449  C2 1.284
8 H 0.5612 -2.3712 0.8413  C3 1.314
9 H -0.7701 -1.9848 -0.4101  C3 1.182
10 H 0.5228 1.7750 0.8758  C5 1.149
11 H -0.6319 2.1443 -0.5179  C5 1.095

(6)
Formula: C4H6S
Source: the OMol25 dataset
Level of theory: the ωB97M-V functional and the def2-TZVPD basis

Output
- SMILES = C=CC(C)=S
- energy relative to the best compared isomer or geometry (same formula, charge and spin) (eV) = 2.7136
- E_HOMO (eV) = -8.61
- multiplicity = 1
- strongest force on any atom (eV Å⁻¹) = 7.3
- gap between HOMO and LUMO (eV) = 8.16

Bonds (Å) are listed after each position.
Positions of all 11 atoms, in Å:
1 C -1.1260 -0.7881 0.9562  C2 1.289, H6 1.253, H7 1.246
2 C -0.8624 0.4570 0.7508  C1 1.289, C3 1.505, H8 1.086
3 C 0.2068 0.9917 -0.1638  C2 1.505, C4 1.628, S5 1.548
4 C 0.7754 -0.0449 -1.2830  C3 1.628, H9 1.191, H10 1.165, H11 1.217
5 S 1.1526 2.1801 0.1375  C3 1.548
6 H -0.4819 -1.7164 0.4147  C1 1.253
7 H -1.7186 -1.3084 1.9211  C1 1.246
8 H -0.9299 1.2007 1.5387  C2 1.086
9 H 1.3923 -0.6953 -0.4995  C4 1.191
10 H 1.6400 0.4389 -1.8954  C4 1.165
11 H -0.0483 -0.7153 -1.8773  C4 1.217